[1]
This record from the OMol25 dataset describes 19 unconnected molecules or ions with the total composition C36H94INO22 in a non-equilibrium geometry. The level of theory is ωB97M-V with the def2-TZVPD basis set.

The geometry in XYZ format:
```
154
Properties=species:S:1:pos:R:3:mulliken_charge:R:1
C 3.15 -1.20 2.57 -1.520
C 2.84 -1.10 1.08 -0.073
C 1.51 -0.39 0.80 -0.684
I 1.78 0.71 -1.04 -0.003
C 0.30 -1.30 0.74 1.805
C 0.48 -2.65 1.07 -0.325
C -0.54 -3.57 1.04 -1.632
C -1.79 -3.14 0.69 0.969
C -2.01 -1.80 0.39 -0.122
C -1.00 -0.84 0.41 0.254
C -1.38 0.59 0.13 -1.228
C -1.14 1.57 1.29 0.174
C -2.26 1.48 2.33 0.419
O -3.09 2.62 2.24 -0.443
C -4.43 2.36 2.61 -0.741
C -3.45 -1.68 0.05 0.029
O -4.03 -0.85 -0.61 -0.841
N -4.13 -2.87 0.54 0.427
C -4.69 -2.65 1.91 -0.615
C -6.21 -2.77 1.90 0.156
C -6.86 -4.01 2.38 -0.617
O -6.76 -3.68 0.98 -0.401
C -3.07 -3.86 0.60 -0.541
O -3.26 -5.04 0.55 -0.606
H 4.16 -1.58 2.69 0.362
H 2.47 -1.88 3.10 0.319
H 3.13 -0.21 3.02 0.364
H 3.64 -0.50 0.63 0.579
H 2.90 -2.06 0.57 -0.049
H 1.39 0.34 1.59 0.203
H 1.46 -3.01 1.36 0.342
H -0.36 -4.61 1.31 0.827
H -2.45 0.60 -0.06 0.463
H -0.92 0.94 -0.80 0.447
H -0.21 1.36 1.80 -0.103
H -1.10 2.58 0.90 0.125
H -2.86 0.58 2.16 -0.661
H -1.85 1.40 3.34 0.320
H -4.92 3.31 2.80 0.246
H -4.46 1.78 3.54 0.314
H -4.94 1.81 1.82 0.279
H -4.27 -3.40 2.58 0.699
H -4.43 -1.65 2.25 -0.052
H -6.74 -1.83 2.06 0.428
H -7.88 -3.98 2.73 0.301
H -6.21 -4.83 2.66 0.229
C 1.64 -5.85 -1.08 -0.479
O 2.61 -5.09 -0.37 -0.408
H 0.71 -5.77 -0.54 0.160
H 1.50 -5.47 -2.10 0.213
H 1.93 -6.91 -1.14 0.317
H 3.45 -5.15 -0.84 0.257
C -7.97 -1.39 -1.41 -0.467
O -7.07 -0.69 -0.57 -0.491
H -8.98 -1.12 -1.11 0.284
H -7.83 -1.13 -2.46 0.211
H -7.84 -2.47 -1.29 0.223
H -6.17 -0.93 -0.82 0.268
C 5.82 -2.87 -0.30 -0.154
O 6.12 -2.00 0.78 -0.385
H 4.73 -2.92 -0.38 -0.156
H 6.23 -2.50 -1.24 0.212
H 6.20 -3.89 -0.12 0.268
H 7.08 -1.96 0.86 0.248
C 4.04 2.85 2.26 -0.448
O 2.70 2.50 1.93 -0.251
H 4.14 2.80 3.34 0.278
H 4.75 2.16 1.80 0.254
H 4.25 3.87 1.93 0.047
H 2.62 2.56 0.97 0.105
C 3.37 6.83 1.45 -0.263
O 4.73 6.42 1.63 -0.533
H 3.03 7.28 2.37 0.264
H 3.31 7.56 0.64 0.130
H 2.74 5.97 1.21 0.068
H 5.03 6.03 0.81 0.287
C -3.39 3.14 6.14 -0.265
O -4.78 3.10 5.82 -0.448
H -2.86 2.73 5.29 -0.086
H -3.05 4.17 6.30 0.283
H -3.17 2.55 7.03 0.291
H -5.27 3.47 6.56 0.295
C 1.01 -1.88 -3.87 -0.173
O 2.37 -2.28 -3.69 -0.533
H 0.68 -1.39 -2.95 -0.200
H 0.92 -1.16 -4.69 0.323
H 0.36 -2.73 -4.07 0.248
H 2.65 -2.72 -4.51 0.270
C 9.05 -3.80 2.09 -0.488
O 9.39 -2.80 1.13 -0.522
H 8.95 -3.30 3.05 0.180
H 8.10 -4.28 1.83 0.203
H 9.82 -4.57 2.17 0.321
H 9.48 -3.23 0.27 0.298
C 5.77 -0.26 -3.94 0.226
O 4.41 0.09 -3.72 -0.385
H 6.35 0.66 -3.90 -0.094
H 6.13 -0.93 -3.15 -0.111
H 5.91 -0.73 -4.91 0.180
H 3.87 -0.71 -3.74 0.217
C 5.81 -2.62 5.68 -0.422
O 4.72 -1.77 5.35 -0.445
H 6.28 -2.91 4.74 0.066
H 6.56 -2.10 6.29 0.270
H 5.49 -3.51 6.21 0.289
H 4.30 -1.49 6.17 0.269
C 6.86 0.42 -7.87 -0.484
O 6.55 -0.94 -7.55 -0.496
H 6.41 1.04 -7.10 0.180
H 7.94 0.60 -7.87 0.264
H 6.45 0.71 -8.84 0.270
H 6.95 -1.50 -8.22 0.283
C 4.55 9.47 -2.11 -0.524
O 4.46 9.30 -0.70 -0.460
H 3.55 9.29 -2.51 0.212
H 4.86 10.48 -2.37 0.254
H 5.24 8.75 -2.56 0.250
H 5.33 9.44 -0.32 0.275
C 8.53 3.51 -3.80 -0.501
O 7.31 3.75 -4.51 -0.498
H 9.35 3.88 -4.41 0.226
H 8.53 4.03 -2.84 0.248
H 8.68 2.44 -3.63 0.227
H 6.59 3.42 -3.96 0.293
C -2.67 -3.31 -3.45 -0.227
O -3.77 -2.44 -3.72 -0.573
H -2.27 -3.62 -4.40 0.339
H -1.89 -2.79 -2.88 -0.103
H -3.00 -4.19 -2.89 0.262
H -4.13 -2.16 -2.87 0.320
C -8.94 -1.77 -5.36 -0.515
O -9.59 -0.96 -4.38 -0.497
H -9.54 -2.66 -5.50 0.219
H -8.87 -1.23 -6.31 0.299
H -7.94 -2.06 -5.03 0.216
H -9.05 -0.17 -4.26 0.295
C 0.20 4.70 -0.99 -0.564
O 1.55 4.26 -0.89 -0.342
H -0.06 5.16 -0.04 0.224
H 0.07 5.43 -1.79 0.342
H -0.48 3.86 -1.17 0.165
H 1.79 3.85 -1.72 0.208
C -11.38 -3.59 -2.86 -0.393
O -11.79 -3.50 -1.49 -0.521
H -12.28 -3.72 -3.46 0.295
H -10.86 -2.69 -3.17 0.072
H -10.73 -4.46 -3.01 0.253
H -11.00 -3.39 -0.96 0.289
C -8.53 4.39 7.71 -0.545
O -7.34 3.63 7.91 -0.494
H -8.53 5.17 8.48 0.217
H -8.55 4.87 6.73 0.266
H -9.43 3.78 7.83 0.253
H -7.34 2.93 7.24 0.286
```

Calculated values
* strongest force on any atom: 1.2 eV/A
* gap between HOMO and LUMO: 8.73 eV
* HOMO: -9.10 eV
* LUMO level: -0.0137 Ha
* calculated total energy: -3435.4160 hartree


[2]
This record from the OMol25 dataset describes 2 unconnected molecules or ions with the total composition C3H5NOSe in a non-equilibrium geometry. The level of theory is ωB97M-V with the def2-TZVPD basis set.

The geometry in XYZ format:
```
11
Properties=species:S:1:pos:R:3:mulliken_charge:R:1
C 1.25 -2.09 -0.33 0.520
C -0.49 1.04 1.33 -0.746
C -0.72 1.56 -1.46 -0.703
N 0.90 -2.13 0.81 -0.368
O 1.65 -1.86 -1.39 -0.400
Se 0.19 1.98 -0.01 0.339
H -1.26 0.31 1.16 0.270
H 0.08 0.99 2.24 0.294
H -0.60 2.17 -2.33 0.276
H -1.44 0.76 -1.46 0.257
H 0.46 -2.75 1.44 0.262
```

Calculated values
* strongest force on any atom: 1.3 eV/A
* gap between HOMO and LUMO (alpha / beta): 7.74 / 7.73 eV
* HOMO (alpha / beta): -7.52 / -7.51 eV
* LUMO level (alpha / beta): 0.0081 / 0.0080 Ha
* calculated total energy: -2648.6151 hartree
* energy relative to the best compared isomer or geometry (same formula, charge and spin): 62.7 kcal per mole


Look up the strongest force on any atom of the second one. 1.3 eV/A


The highest calculated total energy belongs to which entry? C3H5NOSe


Copy entry 2 word for word.
This record from the OMol25 dataset describes 2 unconnected molecules or ions with the total composition C3H5NOSe in a non-equilibrium geometry. The level of theory is ωB97M-V with the def2-TZVPD basis set.

The geometry in XYZ format:
```
11
Properties=species:S:1:pos:R:3:mulliken_charge:R:1
C 1.25 -2.09 -0.33 0.520
C -0.49 1.04 1.33 -0.746
C -0.72 1.56 -1.46 -0.703
N 0.90 -2.13 0.81 -0.368
O 1.65 -1.86 -1.39 -0.400
Se 0.19 1.98 -0.01 0.339
H -1.26 0.31 1.16 0.270
H 0.08 0.99 2.24 0.294
H -0.60 2.17 -2.33 0.276
H -1.44 0.76 -1.46 0.257
H 0.46 -2.75 1.44 0.262
```

Calculated values
* strongest force on any atom: 1.3 eV/A
* gap between HOMO and LUMO (alpha / beta): 7.74 / 7.73 eV
* HOMO (alpha / beta): -7.52 / -7.51 eV
* LUMO level (alpha / beta): 0.0081 / 0.0080 Ha
* calculated total energy: -2648.6151 hartree
* energy relative to the best compared isomer or geometry (same formula, charge and spin): 62.7 kcal per mole